DFT (the ωB97M-V functional and the def2-TZVPD basis) results for a 31-piece molecular cluster, H62O31 overall.

Computed properties:
DFT total energy	-2369.7992	a.u.
multiplicity	1
energy relative to the best compared isomer or geometry (same formula, charge and spin)	0.0	kcal/mol
frontier orbital gap	0.3942	hartree

```
93
Properties=species:S:1:pos:R:3:forces:R:3
O -0.3780 -0.3927 1.5588 1.580 -0.647 0.125
H 0.5222 -0.7000 1.2012 -1.365 0.448 0.751
H -0.3989 -0.7294 2.4869 -0.020 0.273 -0.435
O -2.2636 3.1857 -0.7631 -0.906 -0.416 -0.390
H -1.7504 3.8784 -0.3236 0.047 0.015 0.360
H -3.1290 3.0532 -0.3301 0.829 0.364 0.210
O 4.5054 2.1826 -1.1910 0.491 -1.000 1.281
H 5.0523 1.3669 -1.0179 -0.772 0.865 -0.392
H 4.0564 2.3172 -0.3232 0.177 -0.033 -0.652
O -2.8107 -0.6418 -3.3638 -0.533 -0.107 0.932
H -3.4755 0.0636 -3.2014 -0.156 -0.526 -0.215
H -2.3906 -0.4534 -4.1904 0.653 0.026 -1.024
O -0.9085 -0.8378 4.1969 -0.893 0.205 1.180
H -1.3967 -1.6664 4.3845 0.546 0.260 -0.352
H -1.4051 -0.1575 4.7221 0.202 -0.385 -0.773
O -1.5424 -3.5590 3.2535 -0.734 -0.658 -0.783
H -2.1904 -3.5643 2.4907 0.758 0.055 0.672
H -1.4787 -4.4984 3.5049 -0.235 0.506 -0.017
O -3.1512 -0.5860 1.2738 -1.329 0.407 -0.704
H -3.2511 -0.5301 0.2894 0.754 0.294 1.094
H -2.2765 -0.2461 1.4929 0.647 -0.194 -0.544
O -2.9966 3.3684 -3.5594 -0.049 -0.395 1.114
H -2.9232 3.5038 -2.5788 0.333 0.060 -0.958
H -2.1609 2.9153 -3.7749 0.055 0.138 0.017
O 2.4455 2.8383 -2.8219 0.086 -1.331 -0.215
H 2.2324 3.7449 -2.6449 0.440 0.668 0.408
H 3.2581 2.5223 -2.3434 -0.506 0.725 -0.065
O 0.0786 2.5772 2.2770 -0.141 -1.932 -0.257
H -0.2519 1.6776 1.9318 0.662 1.512 0.567
H 0.6310 2.3485 3.0627 -0.681 0.126 -0.317
O -1.6399 0.3255 -1.1040 -0.263 1.477 0.411
H -1.9107 -0.1046 -1.9176 0.121 -0.598 -0.657
H -1.8729 1.2676 -1.3073 0.526 -0.739 0.547
O 0.7540 1.8458 4.8225 0.815 -0.735 0.490
H 0.5216 0.8999 4.7921 -0.107 0.169 -0.157
H 1.6457 1.8028 5.2231 -0.561 0.298 -0.252
O -0.1981 2.0267 -3.6465 0.061 -0.024 0.101
H 0.5318 2.5314 -3.2550 -0.168 -0.104 -0.079
H 0.2831 1.2356 -3.9529 -0.219 0.086 -0.123
O 3.8820 0.3231 2.5045 2.483 0.161 -0.619
H 4.8547 0.1122 2.2680 -2.385 0.422 0.490
H 3.7340 1.2284 2.1542 -0.054 -0.405 0.186
O 2.2606 -3.1465 -0.6081 1.134 -0.383 -0.361
H 1.3093 -3.1817 -0.6564 -1.253 0.249 -0.218
H 2.5109 -4.0423 -0.3109 0.475 -0.026 -0.107
O 1.8199 0.0172 -4.2502 -0.371 0.528 -1.548
H 2.5114 0.6794 -4.3749 -0.135 -0.036 -0.041
H 1.9252 -0.2483 -3.3533 0.541 -0.640 1.593
O 1.3522 -3.9164 2.6746 -0.679 -0.218 -0.306
H 0.3941 -3.8953 2.9107 0.942 0.375 -0.488
H 1.5341 -3.1513 2.0837 -0.159 0.038 0.764
O 1.3242 0.7460 -0.3082 -1.573 0.550 -0.806
H 1.4424 1.3774 -1.0488 0.142 -0.219 0.387
H 0.3428 0.5517 -0.3948 1.035 0.103 0.059
O 2.2973 -1.5797 1.4453 -2.025 -1.069 0.180
H 2.7295 -2.0355 0.7259 0.220 -0.154 -0.713
H 2.7723 -0.8443 1.7801 1.383 1.275 0.630
O 2.9424 -0.8635 -1.7575 0.552 -0.980 -0.990
H 2.7049 -1.8187 -1.7534 0.336 0.366 0.114
H 2.3294 -0.5083 -1.1218 -0.728 0.709 0.851
O -4.7007 1.1626 -2.9382 2.042 -1.091 -0.449
H -4.1278 1.9310 -3.0832 -0.352 0.825 -0.259
H -5.5566 1.3717 -2.6608 -1.749 0.805 0.551
O 5.4448 -0.7919 -0.2195 1.128 0.055 -0.221
H 5.8372 -1.2242 -0.9944 0.132 0.203 0.341
H 4.5265 -0.9718 -0.3756 -1.280 0.028 -0.244
O -0.3571 -2.8549 -0.6589 0.992 -0.197 -0.742
H -1.0918 -3.0694 -1.2338 -0.636 -0.027 0.117
H -0.6346 -2.6014 0.2092 -0.845 0.302 0.634
O -3.4524 -3.1871 0.8667 0.093 -1.058 -0.840
H -3.4185 -3.1252 -0.1220 0.053 0.002 1.047
H -3.4946 -2.2933 1.2160 0.049 0.562 -0.110
O -0.7218 -0.9778 -5.6307 0.091 -0.263 -0.301
H 0.1309 -1.1652 -5.2246 0.185 0.284 0.405
H -0.5418 -1.2120 -6.5494 -0.349 0.138 0.013
O 2.7858 2.6868 1.4438 0.322 -1.037 -0.339
H 2.7738 3.6201 1.5272 0.228 1.469 0.203
H 1.8490 2.4751 1.3192 -0.234 -0.400 -0.114
O -0.0440 4.5878 0.5271 -0.011 0.473 -0.482
H 0.0528 4.0559 1.3250 -0.160 -0.674 0.338
H 0.1278 5.4864 0.8118 -0.072 0.271 -0.104
O -3.9464 1.9666 2.2566 0.262 0.571 0.218
H -3.9079 1.0724 1.9169 0.302 -0.879 -0.422
H -4.7916 1.9925 2.6954 -0.526 0.247 0.278
O 2.7911 -5.3300 0.6753 0.934 -0.632 1.217
H 2.1083 -4.9931 1.3175 0.884 -0.445 0.079
H 3.6290 -5.5521 1.1835 -1.850 0.580 -0.785
O -2.3931 1.6602 4.8833 -0.589 -1.303 1.297
H -2.8210 1.7617 4.0400 0.027 0.487 -0.978
H -1.5709 2.1200 4.9392 0.740 0.809 -0.443
O -3.0732 -3.1463 -2.1769 0.764 0.527 1.010
H -3.1097 -2.2975 -2.6528 -0.054 0.021 -0.312
H -3.6419 -3.7726 -2.5949 -0.543 -0.455 -0.556
```
Positions in Å, forces in eV/Å.

---

DFT (the ωB97M-V functional and the def2-TZVPD basis) results for a 34-piece molecular cluster, H68O34 overall.

Computed properties:
DFT total energy	-2598.9732	a.u.
multiplicity	1
energy relative to the best compared isomer or geometry (same formula, charge and spin)	114.2	kcal/mol
frontier orbital gap	0.3013	hartree

```
102
Properties=species:S:1:pos:R:3:forces:R:3
O -1.7897 3.5114 -21.5751 0.274 0.205 0.210
H -1.8453 4.1521 -22.2841 -0.096 0.174 -0.224
H -2.4413 2.8473 -21.8001 -0.117 -0.201 -0.056
O -5.5883 0.0176 -22.3844 0.328 0.385 -0.027
H -6.3775 -0.1130 -22.9100 -0.541 -0.115 0.033
H -5.3484 -0.8608 -22.0892 0.117 -0.279 0.071
O -5.2161 3.9572 -21.1432 0.265 -0.490 0.258
H -4.7762 4.5049 -20.4930 0.198 0.116 0.255
H -5.5533 4.5767 -21.7903 -0.169 0.107 -0.327
O -9.1744 -2.5509 -27.7937 -0.405 -0.017 -0.273
H -9.4997 -3.2209 -27.1924 -0.069 -0.213 0.121
H -8.6805 -1.9485 -27.2374 0.574 0.163 0.221
O -8.5699 -0.0260 -22.8523 -0.012 -0.622 -0.459
H -8.2237 0.6562 -23.4276 0.304 0.458 -0.384
H -9.3291 0.3775 -22.4314 -0.378 0.396 0.438
O -12.0083 3.1747 -23.4312 -0.035 0.335 -0.118
H -12.7549 2.6988 -23.0673 -0.200 -0.398 0.234
H -11.9719 2.8997 -24.3473 0.107 -0.101 -0.222
O -1.6875 -0.5676 -24.6004 0.284 -0.197 -0.740
H -1.1201 -1.2338 -24.2125 0.130 -0.156 0.017
H -1.8831 0.0306 -23.8793 -0.149 0.249 0.339
O -10.8918 -0.5564 -25.6009 -0.259 0.146 0.549
H -11.2754 0.0329 -26.2503 -0.024 -0.054 -0.441
H -10.0054 -0.7227 -25.9217 0.307 -0.183 -0.082
O -11.1655 3.9548 -20.8369 0.222 0.255 0.228
H -11.9228 4.0919 -20.2678 -0.118 0.033 0.305
H -11.5408 3.8120 -21.7058 -0.070 0.006 -0.404
O -7.0118 2.7104 -19.3063 -0.173 -0.363 0.519
H -7.6106 3.4096 -19.0442 -0.144 0.149 0.044
H -6.6165 3.0251 -20.1193 0.270 0.210 -0.476
O -5.1841 4.8790 -23.9498 0.245 -0.173 -0.003
H -6.1141 4.9046 -23.7250 -0.437 -0.011 0.132
H -4.9389 5.7975 -24.0620 0.199 0.264 -0.153
O -7.2871 -0.7822 -26.2996 -1.036 -0.496 -0.463
H -7.5173 -0.1126 -25.6554 0.031 0.496 0.260
H -6.3587 -0.6336 -26.4790 0.877 0.030 0.465
O -6.7566 -0.8332 -29.1650 0.040 0.392 -0.345
H -7.0604 -0.8202 -28.2574 -0.334 -0.174 0.289
H -5.9302 -1.3153 -29.1346 0.241 -0.144 -0.102
O -6.9430 4.3738 -26.5522 0.418 -0.125 -0.110
H -7.7882 3.9266 -26.5971 -0.690 -0.633 -0.069
H -7.0737 5.0699 -25.9083 0.202 0.304 0.131
O -4.5429 -0.5529 -25.5474 -0.714 -0.332 -0.458
H -4.5253 0.2408 -25.0125 0.318 0.343 0.011
H -3.9852 -0.3488 -26.2981 0.573 0.108 -0.149
O -9.2554 3.0649 -27.0473 0.389 0.440 0.108
H -9.8450 2.4181 -26.6598 -0.162 -0.401 0.059
H -9.7960 3.5307 -27.6853 -0.047 0.083 -0.341
O -9.2327 3.5924 -23.9473 0.467 0.040 -0.113
H -10.0767 3.5207 -23.5014 -0.411 -0.374 0.427
H -9.3068 4.3876 -24.4749 0.000 0.416 -0.576
O -8.4937 6.2538 -25.2567 -0.090 -0.236 0.364
H -8.6963 6.8412 -24.5286 -0.037 0.276 0.203
H -8.7396 6.7476 -26.0390 -0.054 0.120 -0.427
O -4.8720 -3.0022 -24.5492 -0.030 -0.866 0.488
H -4.8170 -2.1091 -24.8891 0.293 0.659 -0.341
H -5.6428 -2.9959 -23.9817 -0.271 -0.174 0.081
O -3.2646 1.4395 -19.9321 -0.096 -0.013 0.024
H -3.0898 1.7023 -19.0285 0.221 -0.010 0.196
H -3.9730 2.0166 -20.2172 -0.565 0.217 -0.063
O -2.5510 0.2937 -22.2505 0.116 0.074 -0.378
H -2.7751 0.7919 -21.4645 0.125 0.041 0.714
H -2.8138 -0.6043 -22.0484 -0.086 -0.264 -0.073
O -1.6294 3.1346 -24.7626 -0.038 0.437 0.536
H -0.8804 3.1110 -24.1671 0.278 -0.293 0.295
H -1.3913 3.7864 -25.4219 0.023 0.259 -0.360
O -4.4714 1.8349 -24.2099 -0.485 0.429 -0.322
H -4.5870 1.3204 -23.4111 0.042 -0.711 0.880
H -4.2168 2.7042 -23.9007 0.173 0.531 -0.161
O -8.3247 -2.2602 -21.6114 0.188 -1.050 0.758
H -9.1780 -2.4491 -22.0019 0.007 -0.041 -0.169
H -8.1725 -1.3349 -21.8034 -0.013 0.465 -0.357
O -7.3418 1.5716 -24.6173 -0.357 -0.176 -0.213
H -7.7436 2.4396 -24.5829 -0.483 0.266 0.017
H -6.4090 1.7331 -24.4755 1.094 0.065 -0.053
O -2.6634 1.8322 -26.7721 -0.233 -0.260 -0.815
H -2.2613 2.0813 -25.9400 0.258 -0.210 0.447
H -3.5849 2.0721 -26.6748 -0.332 -0.031 0.038
O -9.9058 1.4871 -21.1553 -0.121 -0.189 -0.012
H -10.1623 2.3717 -20.8948 -0.240 0.509 0.139
H -9.7539 1.0281 -20.3292 0.219 -0.207 0.193
O -5.7047 1.6993 -27.4603 0.106 -0.128 0.173
H -5.9038 2.5200 -27.0098 -0.145 0.376 0.263
H -6.5502 1.3957 -27.7908 -0.318 -0.251 -0.230
O -11.6115 1.6743 -27.3738 0.034 -0.024 0.382
H -12.3252 1.9111 -26.7815 -0.415 0.018 0.074
H -11.7666 2.1999 -28.1586 -0.058 -0.041 -0.470
O -4.8516 5.2488 -28.0510 0.430 0.484 -0.052
H -5.2209 5.3152 -28.9316 0.127 -0.111 -0.251
H -5.3884 4.5870 -27.6149 -0.244 -0.097 0.148
O -3.7322 1.7770 -29.4006 0.163 0.014 -0.919
H -4.5148 1.4907 -28.9297 -0.183 0.057 0.189
H -3.0907 1.9567 -28.7133 0.285 -0.024 0.290
O -8.4797 5.0623 -29.4792 -0.474 0.008 0.040
H -7.7881 5.5236 -29.9536 0.136 0.083 -0.196
H -8.1041 4.8887 -28.6161 0.428 -0.098 0.311
O -11.8658 -0.7700 -22.7728 -0.379 0.189 0.386
H -11.3268 -1.4861 -22.4367 0.061 -0.120 0.092
H -11.5337 -0.6142 -23.6570 0.304 -0.051 -0.611
O -7.7460 5.0604 -22.1196 0.803 0.523 0.240
H -8.1045 4.4557 -22.7692 -0.626 -0.722 -0.262
H -8.0556 5.9224 -22.3975 -0.133 0.244 0.166
```
Positions in Å, forces in eV/Å.

---

DFT (the ωB97M-V functional and the def2-TZVPD basis) results for a 2-piece molecular cluster, H6N2O overall.

Computed properties:
DFT total energy	-188.2686	a.u.
multiplicity	1
SMILES	NO.N
energy relative to the best compared isomer or geometry (same formula, charge and spin)	21.4	kcal/mol
frontier orbital gap	0.3912	hartree

```
9
Properties=species:S:1:pos:R:3:forces:R:3
N -2.4557 -0.4085 -0.1612 -1.394 0.939 -0.495
O -1.5890 0.6609 0.1526 0.525 1.080 -1.873
H -1.9520 -1.2522 -0.2183 1.041 -1.004 0.176
H -3.1229 -0.4721 0.5932 0.041 0.055 0.169
H -1.5319 1.1655 -0.7263 -0.182 -1.054 2.020
N 2.5601 -0.1120 -0.0678 0.630 0.704 0.614
H 3.4898 0.1963 -0.4895 -2.024 -0.147 0.875
H 1.8407 0.6598 0.0124 1.587 -1.047 -0.273
H 2.7610 -0.4378 0.9049 -0.224 0.476 -1.214
```
Positions in Å, forces in eV/Å.

---

DFT (the ωB97M-V functional and the def2-TZVPD basis) results for one molecule with the formula H6NP3.

Computed properties:
DFT total energy	-1082.3134	a.u.
multiplicity	1
SMILES	N=[PH](P)P
energy relative to the best compared isomer or geometry (same formula, charge and spin)	32.5	kcal/mol
frontier orbital gap	0.3235	hartree

```
10
Properties=species:S:1:pos:R:3:forces:R:3
N -0.7585 1.2698 0.9683 1.928 -1.993 -1.576
P -0.1299 -0.0565 0.1556 -2.129 3.925 2.763
P 1.9305 -0.4288 -0.0642 1.306 -0.160 0.322
P -1.0262 -0.3509 -1.7180 0.279 1.477 -1.999
H 0.0286 1.7464 1.4285 -0.383 -0.078 -0.050
H -0.4690 -1.1831 0.8242 -0.548 -1.361 0.370
H 2.0660 -0.0853 1.3392 0.114 -0.542 -0.590
H 1.6089 -1.8292 0.0903 0.477 0.549 0.145
H -1.0228 1.1540 -1.9387 0.179 -1.760 0.143
H -2.2277 -0.2364 -1.0852 -1.221 -0.057 0.473
```
Positions in Å, forces in eV/Å.

---

DFT (the ωB97M-V functional and the def2-TZVPD basis) results for a 4-piece molecular cluster, H6O2S overall.

Computed properties:
DFT total energy	-552.1049	a.u.
multiplicity	1
energy relative to the best compared isomer or geometry (same formula, charge and spin)	93.7	kcal/mol
frontier orbital gap	0.2801	hartree

```
9
Properties=species:S:1:pos:R:3:forces:R:3
S 1.0415 -1.3330 -0.2459 -0.230 -0.329 -1.705
H -0.3119 -0.2138 -1.4403 1.391 -2.110 2.045
H 0.7448 -2.2685 0.7578 -0.868 1.069 -1.048
H -1.3740 0.6858 0.2049 -0.317 0.052 0.367
H -1.3231 -0.7433 -0.1628 -0.454 -0.313 0.310
O -1.9696 -0.0795 0.1018 0.569 0.426 -0.459
H 1.3690 2.0439 0.0716 -0.073 -0.043 0.093
H 1.0299 0.4832 0.1759 -0.265 2.456 1.288
O 0.7934 1.4253 0.5370 0.247 -1.209 -0.891
```
Positions in Å, forces in eV/Å.

---

DFT (the ωB97M-V functional and the def2-TZVPD basis) results for a 3-piece molecular cluster, H6O2S overall.

Computed properties:
DFT total energy	-552.2233	a.u.
multiplicity	1
SMILES	O.O.S
energy relative to the best compared isomer or geometry (same formula, charge and spin)	19.4	kcal/mol
frontier orbital gap	0.3902	hartree

```
9
Properties=species:S:1:pos:R:3:forces:R:3
O -0.2087 -1.8603 1.2561 -7.525 1.283 -3.620
H -0.6374 -0.9510 1.3405 0.916 -1.863 0.078
H 0.5192 -1.7961 1.7085 6.606 0.496 4.007
O 0.9957 1.7557 1.0616 0.579 -0.981 -1.276
H 0.2986 2.4112 1.0557 -0.153 0.122 -0.291
H 1.0638 1.3682 0.1322 -0.404 0.873 1.783
S -0.4386 0.0936 -1.2375 0.121 -2.229 -0.814
H 0.0672 -0.5205 -2.3836 -0.490 0.651 1.013
H -0.5902 -1.1726 -0.5942 0.349 1.648 -0.880
```
Positions in Å, forces in eV/Å.

---

DFT (the ωB97M-V functional and the def2-TZVPD basis) results for a 3-piece molecular cluster, H6O2S2 overall.

Computed properties:
DFT total energy	-950.4038	a.u.
multiplicity	1
SMILES	SS.O.O
energy relative to the best compared isomer or geometry (same formula, charge and spin)	22.7	kcal/mol
frontier orbital gap	0.3315	hartree

```
10
Properties=species:S:1:pos:R:3:forces:R:3
S -0.9097 0.3054 1.8956 -0.308 1.231 -0.215
S 1.0055 0.2343 1.0756 0.118 -0.064 0.100
H -1.0435 1.6711 1.6821 0.075 -1.158 0.226
H 1.2619 -0.9229 1.6944 0.240 -0.027 0.011
O -0.3102 1.5307 -1.6340 3.728 -1.850 1.635
H -0.0785 2.3975 -1.2210 -0.135 -1.017 -0.500
H 0.5414 0.8705 -1.3274 -3.620 2.953 -1.191
O -0.1062 -2.4634 -0.7724 -0.260 2.313 0.333
H -0.5082 -1.9242 -0.0378 0.367 -1.077 -0.843
H 0.1475 -1.6990 -1.3551 -0.205 -1.303 0.446
```
Positions in Å, forces in eV/Å.

---

DFT (the ωB97M-V functional and the def2-TZVPD basis) results for a 3-piece molecular cluster, H6O3 overall.

Computed properties:
DFT total energy	-229.3169	a.u.
multiplicity	1
SMILES	O.O.O
energy relative to the best compared isomer or geometry (same formula, charge and spin)	5.1	kcal/mol
frontier orbital gap	0.4066	hartree

```
9
Properties=species:S:1:pos:R:3:forces:R:3
O -1.6992 -0.2969 2.2191 -0.061 0.010 -0.114
H -1.1896 -0.2850 3.0332 0.005 0.005 0.003
H -1.0323 -0.1928 1.5237 0.090 -0.029 0.171
O 0.7225 -0.0262 0.5725 -0.043 0.011 -0.165
H 0.6661 0.0357 -0.3960 0.043 0.081 0.075
H 1.6534 -0.1618 0.7658 -0.016 -0.030 0.041
O 0.5295 0.2199 -2.2768 -0.034 -0.071 -0.080
H 0.5056 1.0411 -2.7773 0.006 0.034 0.059
H -0.1561 -0.3340 -2.6642 0.010 -0.010 0.010
```
Positions in Å, forces in eV/Å.

---

Summary of molar mass in g/mol
558.465, 612.510, 50.061, 112.977, 70.113, 70.113, 102.180, 54.045
(order as listed above)